Record 1
An isolated molecule of C4H7NOS in a non-equilibrium geometry, computed with ωB97M-V with the def2-TZVPD basis set.

Relative energy (zero: lowest compared OMol25 entry of this formula, charge and spin) in kcal per mole: 132.8
LUMO energy (alpha / beta) in eV: -0.220 / -0.234
Charge: 0
Max |F| in eV/Å: 4.1
Orbital gap (alpha / beta) in eV: 8.22 / 7.19

CARTESIAN COORDINATES (ANGSTROEM)
C -1.4786 -0.8894 0.5484
C -1.4744 -1.9766 1.1860
C -0.4720 -0.5105 -0.6374
C 0.5953 1.6232 -0.2031
N 0.7005 0.2186 -0.3248
O 3.0333 0.5463 0.3460
S 2.1032 -0.5483 0.0555
H -2.2157 -0.2185 0.7391
H -1.0107 -2.9169 1.2677
H -0.2655 -1.4787 -1.1041
H -1.1277 0.1346 -1.1870
H 1.1160 2.3343 -1.0195
H -0.5835 1.8057 -0.3657
H 1.0800 1.8763 0.6991

These are the natural (NBO) partial charges, in e, on atoms 1 to 6:
1 C -0.348
2 C -0.062
3 C -0.233
4 C -0.409
5 N -0.633
6 O -0.890

Record 2
An isolated molecule of C3Cl3F3O in a non-equilibrium geometry, computed with ωB97M-V with the def2-TZVPD basis set.

Relative energy (zero: lowest compared OMol25 entry of this formula, charge and spin) in kcal per mole: 17.0
LUMO energy in eV: -0.215
SMILES: O=C(Cl)C(F)(F)C(F)(Cl)Cl
Charge: 0
Max |F| in eV/Å: 5.1
Orbital gap in eV: 10.65

CARTESIAN COORDINATES (ANGSTROEM)
O 1.0480 -1.2589 1.4498
C 0.7717 -1.1449 0.3013
Cl 1.7647 -1.7883 -0.9846
C -0.6137 -0.5496 -0.1182
F -1.5608 -0.8767 0.6599
F -1.0104 -0.7418 -1.3858
C -0.1672 1.2471 0.1103
F 0.9493 1.3418 0.7911
Cl 0.3010 1.6683 -1.6177
Cl -1.4827 2.1031 0.7939

These are the natural (NBO) partial charges, in e, on atoms 1 to 6:
1 O -0.452
2 C 0.439
3 Cl 0.007
4 C 0.621
5 F -0.274
6 F -0.303

Record 3
An isolated molecule of C23H27ClN4O, computed with ωB97M-V with the def2-TZVPD basis set.

Relative energy (zero: lowest compared OMol25 entry of this formula, charge and spin) in kcal per mole: 15.8
LUMO energy in eV: 0.375
SMILES: C=C(C)CNC(=O)[C@@H](c1cccn2ccnc12)N(CC(C)C)c1ccc(Cl)cc1
Charge: 0
Max |F| in eV/Å: 0.3
Orbital gap in eV: 8.67

CARTESIAN COORDINATES (ANGSTROEM)
C -5.1494 -0.6757 -2.8992
C -3.8876 -1.0733 -2.8238
C -3.4632 -2.4914 -3.0737
C -2.7864 -0.0941 -2.5192
N -2.0861 -0.4467 -1.2922
C -1.7010 0.5014 -0.4184
O -1.7963 1.7023 -0.6258
C -1.0460 0.0303 0.8930
C -1.9598 -0.7444 1.8340
C -2.1604 -0.2778 3.0959
C -2.9459 -0.9827 4.0534
C -3.5161 -2.1546 3.7195
N -3.3390 -2.6377 2.4500
C -3.8181 -3.7911 1.8679
C -3.3600 -3.7640 0.5849
N -2.6107 -2.6485 0.3504
C -2.5948 -1.9773 1.4864
N 0.2972 -0.5443 0.7065
C 1.1541 -0.3285 1.8776
C 1.5867 1.1251 2.0866
C 2.1718 1.7228 0.8150
C 2.5899 1.1684 3.2350
C 0.3950 -1.8710 0.1780
C 0.5011 -2.9860 1.0036
C 0.5836 -4.2615 0.4720
C 0.5511 -4.4181 -0.9022
Cl 0.6301 -6.0206 -1.5815
C 0.4720 -3.3248 -1.7474
C 0.4105 -2.0536 -1.1995
H -5.4265 0.3546 -2.7139
H -5.9441 -1.3686 -3.1494
H -3.0112 -2.9359 -2.1829
H -4.3097 -3.1086 -3.3716
H -2.7068 -2.5331 -3.8623
H -2.0769 -0.0788 -3.3568
H -3.1758 0.9144 -2.3956
H -2.1503 -1.4014 -0.9480
H -0.8698 0.9814 1.3841
H -1.7023 0.6592 3.3877
H -3.0838 -0.5900 5.0497
H -4.1201 -2.7561 4.3825
H -4.4322 -4.4867 2.4108
H -3.5321 -4.4944 -0.1888
H 0.6952 -0.6967 2.8102
H 2.0564 -0.9216 1.7119
H 0.7209 1.7246 2.3856
H 3.0254 1.1267 0.4787
H 1.4383 1.7420 0.0104
H 2.5205 2.7413 0.9931
H 3.4917 0.6086 2.9733
H 2.8869 2.1941 3.4566
H 2.1755 0.7314 4.1463
H 0.4964 -2.8598 2.0795
H 0.6558 -5.1294 1.1129
H 0.4764 -3.4697 -2.8189
H 0.3651 -1.1812 -1.8374

These are the natural (NBO) partial charges, in e, on atoms 1 to 6:
1 C -0.392
2 C 0.020
3 C -0.652
4 C -0.255
5 N -0.657
6 C 0.683

Record 4
C14H34FeO4S3SeSi2Te as an isolated structure, computed with ωB97M-V with the def2-TZVPD basis set.

Multiplicity: 5
Relative energy (zero: lowest compared OMol25 entry of this formula, charge and spin) in kcal per mole: 25.3
Expectation value of S²: 6.01
LUMO energy (alpha / beta) in eV: -0.107 / -0.138
Charge: 0
Max |F| in eV/Å: 0.5
Orbital gap (alpha / beta) in eV: 8.36 / 9.01

CARTESIAN COORDINATES (ANGSTROEM)
Fe -2.2134 0.1094 -0.4913
C -0.2544 -2.9783 2.7095
C -1.1127 -1.8542 3.2884
S -1.8647 -0.6008 2.1986
C -3.5539 -1.2006 1.9379
C -3.7090 -2.4187 1.0354
S -2.8475 -2.3112 -0.5610
C -1.1784 -2.9869 -0.3241
C -1.0012 -4.3480 0.3204
S -1.1729 -4.4293 2.1285
H 0.3863 -3.3412 3.5151
H 0.4153 -2.6189 1.9284
H -0.4986 -1.2678 3.9742
H -1.9333 -2.2697 3.8747
H -4.0746 -0.3495 1.4911
H -4.0116 -1.3878 2.9112
H -4.7596 -2.5098 0.7557
H -3.4122 -3.3346 1.5362
H -0.5496 -2.2460 0.1679
H -0.8320 -3.0509 -1.3595
H -0.0108 -4.7228 0.0559
H -1.7312 -5.0622 -0.0637
C 4.3372 -1.9886 -1.7833
Si 3.2321 -0.5212 -2.1519
C 2.8819 -0.4147 -3.9832
C 4.0501 1.0536 -1.5565
C 1.6002 -0.7905 -1.2464
Te 0.2441 0.8718 -1.3761
C 1.0438 1.8354 0.3494
Si 0.2194 3.4685 0.8651
C -1.3288 3.1242 1.8492
C -0.1473 4.4864 -0.6514
C 1.4822 4.3211 1.9586
H 5.2905 -1.9038 -2.3095
H 3.8680 -2.9232 -2.0981
H 4.5536 -2.0637 -0.7154
H 3.7985 -0.2020 -4.5378
H 2.1646 0.3762 -4.2119
H 2.4764 -1.3549 -4.3632
H 4.9974 1.2043 -2.0792
H 4.2668 1.0168 -0.4865
H 3.4291 1.9307 -1.7525
H 1.7471 -0.9936 -0.1825
H 1.0811 -1.6503 -1.6759
H 2.0928 2.0257 0.1195
H 1.0060 1.1136 1.1689
H -2.0888 2.6464 1.2282
H -1.7598 4.0647 2.2015
H -1.1258 2.5025 2.7236
H -0.9581 4.0324 -1.2237
H 0.7305 4.5823 -1.2956
H -0.4618 5.4934 -0.3677
H 1.7488 3.6984 2.8157
H 1.0858 5.2632 2.3437
H 2.3982 4.5463 1.4083
O -2.7319 0.2155 -2.8515
Se -3.6911 1.3431 -2.1234
O -4.8457 2.0600 -2.9504
O -2.5811 2.2820 -1.3189
O -4.1862 0.4278 -0.7685

These are the natural (NBO) partial charges, in e, on atoms 1 to 6:
1 Fe 1.242
2 C -0.555
3 C -0.528
4 S 0.187
5 C -0.552
6 C -0.566

Record 5
C14H29InNO5S as an isolated structure in a non-equilibrium geometry, computed with ωB97M-V with the def2-TZVPD basis set.

LUMO energy in eV: 2.303
Charge: -1
Max |F| in eV/Å: 8.5
Orbital gap in eV: 6.74

CARTESIAN COORDINATES (ANGSTROEM)
N -5.2896 -1.4763 -2.4240
C -4.1094 -2.1128 -2.0889
C -3.0966 -1.4572 -0.9375
In -1.3424 -0.3146 -1.7980
O -0.2818 -1.5833 -3.1347
C 0.0920 0.1580 -0.0681
C -0.6685 0.9973 1.1582
C 0.5741 1.5637 2.1235
S -0.0319 2.7133 3.4824
C -1.8762 1.5892 -2.8980
C -3.4821 1.8577 -3.0991
O -3.8115 3.0730 -2.3183
C -5.2458 3.1470 -1.9985
O -5.9787 2.1633 -1.4457
H -5.4064 -0.5933 -1.8666
H -3.7802 -3.1186 -2.6413
H -2.6364 -2.4019 -0.3707
H -3.7445 -0.8750 -0.1547
H -0.8047 -1.6616 -3.9921
H 0.4370 -0.9120 0.3337
H 0.9836 0.7942 -0.4927
H -1.3079 1.9107 0.7447
H -1.3240 0.2366 1.7759
H 1.3309 2.0935 1.3822
H 1.1647 0.6309 2.5769
H 0.8644 3.8000 3.6387
H -1.3704 1.5642 -3.9694
H -1.4351 2.5145 -2.2864
H -3.6292 2.1247 -4.2518
H -4.1585 0.9322 -2.8601
H -5.8196 4.1623 -2.2255
C 4.2924 1.7084 4.9203
C 4.1645 1.6529 3.4214
O 3.2696 1.0052 2.8805
C 5.1736 2.4204 2.6100
H 3.4970 1.1083 5.3748
H 5.2581 1.2983 5.2261
H 4.1913 2.7410 5.2637
H 6.1787 2.0420 2.8129
H 5.1117 3.4847 2.8506
H 4.9581 2.2888 1.5443
C 3.1350 -4.0068 -0.2716
C 1.6600 -3.7084 -0.3098
O 1.1593 -2.8667 0.4345
C 0.8213 -4.4796 -1.2935
H 3.6133 -3.3758 0.4850
H 3.2952 -5.0545 -0.0055
H 3.5834 -3.7880 -1.2440
H 0.8785 -5.5484 -1.0729
H 1.1667 -4.2819 -2.3114
H -0.2228 -4.1598 -1.2094

These are the Mulliken partial charges, in e, on atoms 1 to 6:
1 N -0.749
2 C 0.047
3 C -0.871
4 In 1.071
5 O -0.788
6 C -0.715

Record 6
An isolated ion of composition C3H11N3 and charge +2 in a non-equilibrium geometry, computed with ωB97M-V with the def2-TZVPD basis set.

Relative energy (zero: lowest compared OMol25 entry of this formula, charge and spin) in kcal per mole: 51.5
LUMO energy in eV: -9.921
SMILES: C=[NH+]C[N@@H+](C)N
Charge: +2
Max |F| in eV/Å: 7.1
Orbital gap in eV: 9.99

CARTESIAN COORDINATES (ANGSTROEM)
C -0.2847 2.6568 -0.5462
N -0.6315 1.4506 -0.6339
C -0.5262 0.5345 0.3773
N 0.4776 -0.6377 -0.0019
C 0.8420 -1.5797 1.0381
N -0.2679 -1.3813 -1.0214
H 0.1296 3.0903 0.4543
H -0.5837 3.3180 -1.4952
H -1.1109 1.0250 -1.4428
H 0.0560 0.9148 1.3224
H -1.5489 0.0339 0.6436
H 1.1869 0.0329 -0.4001
H 1.4008 -1.1310 1.8915
H -0.0471 -2.0213 1.4916
H 1.4319 -2.4173 0.6022
H -0.9918 -2.0410 -0.6661
H 0.4678 -1.8475 -1.6133

These are the natural (NBO) partial charges, in e, on atoms 1 to 6:
1 C 0.176
2 N -0.485
3 C -0.079
4 N -0.204
5 C -0.466
6 N -0.685